A molecular structure, C12H36AlB3O6S3 in a non-equilibrium geometry, computed with wB97M-V/def2-TZVPD.

Gap between HOMO and LUMO = 5.1 eV
HOMO = -0.3384 Ha
ΔE to the lowest compared entry with this formula, charge and spin = 0.0 kcal per mole

```
61
C12H36AlB3O6S3, DFT wB97M-V/def2-TZVPD
Al -0.75 -23.78 -20.61
B 1.51 -25.37 -20.51
H 2.19 -26.33 -20.59
H 2.01 -24.38 -20.90
H 0.57 -25.57 -21.24
H 1.15 -25.18 -19.40
B -1.87 -25.43 -22.76
H -1.66 -24.34 -23.19
H -2.08 -26.17 -23.66
H -0.89 -25.73 -22.19
H -2.81 -25.40 -22.07
B 1.53 -22.05 -19.41
H 0.50 -22.66 -19.07
H 1.58 -22.05 -20.59
H 1.36 -20.97 -18.99
H 2.56 -22.46 -19.04
C -7.02 -23.89 -19.21
C -6.75 -23.11 -20.51
C -5.95 -24.00 -21.41
S -4.79 -24.96 -20.35
O -3.54 -24.20 -20.23
O -4.87 -26.36 -20.66
C -5.76 -24.69 -18.82
H -7.84 -24.58 -19.36
H -7.28 -23.25 -18.36
H -6.12 -22.22 -20.42
H -7.65 -22.79 -21.03
H -5.36 -23.67 -22.26
H -6.47 -24.90 -21.75
H -5.02 -24.15 -18.24
H -5.98 -25.62 -18.31
C 1.77 -24.90 -26.01
C 0.21 -25.01 -25.91
C -0.26 -23.59 -25.69
S 0.83 -22.86 -24.47
O 0.35 -23.09 -23.13
O 1.19 -21.54 -24.91
C 2.22 -24.07 -24.80
H 2.02 -24.57 -27.01
H 2.03 -25.94 -25.81
H -0.07 -25.78 -25.19
H -0.15 -25.41 -26.86
H -1.29 -23.40 -25.39
H 0.06 -23.01 -26.56
H 2.27 -24.78 -23.98
H 3.07 -23.39 -24.83
C -3.34 -18.86 -17.30
C -1.89 -19.21 -17.07
C -1.94 -20.68 -16.75
S -3.01 -21.37 -18.11
O -3.97 -22.33 -17.65
O -2.23 -21.76 -19.27
C -3.84 -19.81 -18.41
H -3.53 -17.82 -17.57
H -3.89 -19.00 -16.36
H -1.48 -18.60 -16.26
H -1.33 -18.94 -17.97
H -2.65 -20.82 -15.93
H -1.05 -21.28 -16.61
H -4.90 -20.02 -18.29
H -3.71 -19.39 -19.40
```

Mulliken population analysis, charges in e, atoms 1 to 8:
1. Al 0.537
2. B 0.854
3. H -0.094
4. H -0.168
5. H -0.327
6. H -0.239
7. B 1.189
8. H -0.260